1.
Density functional theory data (ωB97M-V with the def2-TZVPD basis set) for a cluster of 2 separate species, C22H43O3 in total.

CARTESIAN COORDINATES (ANGSTROEM)
C  -4.99949  0.08924  -3.05657
C  -4.49744  -0.26357  -1.66426
C  -3.27069  -1.17940  -1.66341
C  -2.93481  -1.68807  -0.26572
C  -1.80200  -2.72533  -0.24799
C  -0.89215  -2.55168  0.97558
C  0.04256  -3.75338  1.16317
C  1.32361  -3.51300  1.99317
C  1.33132  -2.26677  2.87350
C  2.60974  -2.15980  3.69541
C  2.72999  -0.82504  4.43182
C  2.80638  0.39973  3.51802
C  3.72423  0.23919  2.30860
C  3.92177  1.57192  1.56739
C  3.71374  1.48085  0.04676
C  4.37212  0.28158  -0.65267
C  3.39524  -0.40886  -1.61590
C  2.77957  0.54511  -2.64826
C  1.27325  0.85815  -2.43735
O  0.78208  0.57206  -1.32272
O  0.71636  1.39251  -3.40005
H  -5.89794  0.70318  -2.97119
H  -4.28475  0.69165  -3.61200
H  -5.28386  -0.79496  -3.62879
H  -5.29765  -0.77957  -1.12533
H  -4.23453  0.65196  -1.13170
H  -2.41720  -0.61216  -2.04133
H  -3.42977  -2.01753  -2.34784
H  -3.83108  -2.08117  0.22195
H  -2.60774  -0.83015  0.32973
H  -1.18836  -2.53900  -1.13205
H  -2.19387  -3.74323  -0.27627
H  -1.54029  -2.46041  1.85242
H  -0.34673  -1.61960  0.84433
H  0.29303  -4.12078  0.16688
H  -0.53388  -4.54424  1.64982
H  2.18360  -3.47615  1.32051
H  1.48929  -4.37944  2.64042
H  1.24414  -1.38592  2.23766
H  0.46377  -2.28208  3.53804
H  3.47679  -2.35184  3.06159
H  2.60864  -2.94835  4.45604
H  3.55790  -0.84968  5.14512
H  1.82578  -0.71733  5.04259
H  1.80026  0.58057  3.12927
H  3.09047  1.29292  4.07587
H  4.69422  -0.13229  2.65665
H  3.31288  -0.50262  1.62614
H  3.15895  2.26178  1.94214
H  4.87806  2.03911  1.81345
H  4.12707  2.39089  -0.39664
H  2.64395  1.50729  -0.15866
H  4.75139  -0.45479  0.05845
H  5.23372  0.61635  -1.23845
H  2.56983  -0.83638  -1.04679
H  3.92226  -1.20914  -2.14414
H  3.29260  1.51010  -2.66204
H  2.87679  0.14865  -3.65893
C  -4.20360  4.30430  -0.95657
C  -4.39217  4.19942  -2.45143
O  -4.83775  3.20144  -2.96349
C  -3.98376  5.39912  -3.27336
H  -4.52864  3.38050  -0.48389
H  -3.15141  4.47548  -0.72450
H  -4.78823  5.13788  -0.56280
H  -2.92393  5.61003  -3.12371
H  -4.56029  6.27483  -2.96947
H  -4.16335  5.19592  -4.32619

Computed properties:
- Charge: -1
- Calculated total energy: -1089.844358 Eh
- Maximum force: 1.04 eV/Å

2.
Density functional theory data (ωB97M-V with the def2-TZVPD basis set) for a cluster of 11 separate species, C22H44Br22 in total.

CARTESIAN COORDINATES (ANGSTROEM)
Br  0.90227  6.92565  0.76913
C  0.50881  5.25466  1.67548
C  -0.58493  5.41299  2.68671
Br  0.06812  6.16007  4.42721
H  1.41503  5.01641  2.23478
H  0.38384  4.39519  1.02306
H  -1.05069  4.48791  3.02365
H  -1.41422  6.08030  2.47177
Br  -1.07412  3.26405  -2.79405
C  0.63613  3.34637  -3.79048
C  1.77421  2.94935  -2.86540
Br  3.28284  2.58205  -4.07588
H  0.80629  4.40855  -3.95856
H  0.52091  2.81466  -4.72361
H  1.58539  2.04393  -2.30164
H  1.96826  3.73510  -2.14000
Br  -4.59445  -3.39174  -0.72306
C  -4.22632  -3.51244  1.21212
C  -3.47974  -4.79266  1.50462
Br  -3.11997  -5.05768  3.38476
H  -5.17640  -3.39750  1.73045
H  -3.67378  -2.60749  1.45711
H  -2.58529  -4.78753  0.88059
H  -4.01634  -5.67850  1.17276
Br  0.86190  1.91222  0.32053
C  -0.53197  0.53974  0.11215
C  0.00731  -0.70947  -0.51465
Br  -1.31147  -2.07998  -0.22386
H  -1.30138  0.93812  -0.54801
H  -1.00256  0.35607  1.06988
H  0.98057  -1.04136  -0.17194
H  0.18715  -0.58481  -1.58281
Br  1.07008  0.50585  5.44772
C  1.37760  2.14779  4.38804
C  2.85494  2.49155  4.41611
Br  3.52765  2.90968  6.16611
H  0.62558  2.88696  4.65036
H  1.14375  1.80375  3.38246
H  3.21096  3.20741  3.67478
H  3.37031  1.59297  4.07012
Br  -3.29784  -1.17244  -6.82463
C  -1.37056  -1.18852  -6.29385
C  -1.26433  -0.19561  -5.15158
Br  0.58701  -0.00696  -4.49979
H  -0.80719  -0.86702  -7.16458
H  -1.06132  -2.17697  -5.96984
H  -1.96816  -0.51886  -4.38237
H  -1.63226  0.80926  -5.34891
Br  2.14135  -6.37031  1.08862
C  1.51928  -4.48027  1.09165
C  1.15032  -3.91085  2.44767
Br  0.89693  -1.99455  2.47679
H  0.64943  -4.45815  0.44141
H  2.33703  -3.90813  0.66789
H  1.91953  -4.17616  3.16957
H  0.20294  -4.30923  2.80436
Br  8.25741  0.79842  0.65011
C  6.57619  0.67612  -0.34539
C  5.41183  0.42506  0.57975
Br  3.79165  -0.11457  -0.43404
H  6.79334  -0.18016  -0.97882
H  6.42069  1.55037  -0.97003
H  5.15574  1.38685  1.02184
H  5.61416  -0.27422  1.38443
Br  -3.61931  2.09133  2.23213
C  -3.17271  1.55872  4.06269
C  -3.02163  0.03248  4.11025
Br  -4.82832  -0.80757  4.23848
H  -3.98345  1.80228  4.74295
H  -2.24564  2.04098  4.36029
H  -2.45995  -0.25130  4.99798
H  -2.49464  -0.39812  3.26303
Br  4.91231  -3.68473  -5.97459
C  4.41740  -3.24652  -4.10311
C  2.95748  -2.88280  -4.16808
Br  2.23970  -2.75507  -2.33046
H  5.10314  -2.45353  -3.81635
H  4.59951  -4.03247  -3.37171
H  2.34903  -3.61262  -4.69195
H  2.82869  -1.92814  -4.67220
Br  -7.04780  0.64024  1.14915
C  -6.30009  -0.32280  -0.34944
C  -5.09166  0.42260  -0.91451
Br  -4.45024  -0.34849  -2.64306
H  -7.09816  -0.34963  -1.08301
H  -5.94148  -1.28737  -0.02196
H  -4.22985  0.45658  -0.25585
H  -5.37178  1.44467  -1.15944

Computed properties:
- Charge: 0
- SMILES string: BrCCBr.BrCCBr.BrCCBr.BrCCBr.BrCCBr.BrCCBr.BrCCBr.BrCCBr.BrCCBr.BrCCBr.BrCCBr
- Calculated total energy: -57492.971098 Eh
- Maximum force: 1.54 eV/Å

Question: The lowest charge belongs to which entry?
Answer: C22H43O3